15
Properties=species:S:1:pos:R:3:forces:R:3 method="wB97M-V/def2-TZVPD" e_above_lowest_kcal_mol=137.1 mol_weight_da=87.122 e_homo_ha=-0.32362 orbital_gap_ev=9.573 charge=0 energy_ev=-7826.375
C 2.132 0.657 -0.154 0.3 -0.9 -0.5
O 0.787 0.617 0.007 -0.2 0.1 0.1
C 0.304 -0.558 0.422 0.4 -0.7 -0.7
C -1.199 -0.633 0.338 0.2 -0.3 0.0
C -2.071 0.575 0.182 0.1 0.2 0.2
N -1.858 -0.336 -0.932 0.1 -0.1 -0.3
H 2.388 1.640 -0.583 0.2 -0.8 -0.1
H 2.172 -0.715 -0.811 0.1 1.9 0.6
H 2.705 0.414 0.747 -0.1 0.0 -0.1
H 0.763 -0.967 1.326 -0.2 0.1 -0.1
H 1.346 -1.391 -0.586 -1.4 0.8 1.0
H -1.619 -1.483 0.870 0.1 0.1 -0.1
H -1.596 1.553 0.164 0.0 -0.2 0.0
H -3.088 0.572 0.581 0.3 -0.1 0.0
H -1.167 0.055 -1.570 -0.1 0.0 0.1